Entry 1:
# C51H63F14N3O45

A 17-piece molecular cluster, C51H63F14N3O45 overall (ωB97M-V/def2-TZVPD, the Open Molecules 2025 dataset).

Values from the calculation:
2S+1: 1
LUMO: -0.298 eV

Each line ends with the Löwdin charge.
CARTESIAN COORDINATES (ANGSTROEM)
C  -0.017846  -6.869717  -0.625730  -0.047
C  1.496148  -6.617910  -0.652330  -0.211
O  1.660290  -5.404024  0.120791  0.123
C  0.458379  -4.800325  0.272320  -0.547
O  0.340186  -3.721086  0.741234  0.164
O  -0.534228  -5.618670  -0.188266  0.050
F  1.787651  -6.253020  -1.956914  0.054
H  -0.329151  -7.709015  0.007997  0.140
H  -0.458821  -6.985148  -1.606344  0.137
H  2.050957  -7.373326  -0.174669  0.158
C  -2.476069  2.335429  -4.332120  -0.022
C  -3.197130  1.647434  -5.449946  -0.227
O  -4.509276  2.028617  -5.361881  0.167
C  -4.700651  2.611342  -4.173544  -0.555
O  -5.742485  2.989545  -3.733848  0.163
O  -3.561510  2.727129  -3.425275  0.059
F  -3.188257  0.171498  -5.302722  -0.029
H  -1.909642  3.197584  -4.617969  0.139
H  -1.806985  1.735509  -3.675393  0.127
H  -2.805927  1.877410  -6.419915  0.145
C  4.182175  0.876006  0.715584  -0.067
C  4.167030  2.046345  1.703717  -0.241
O  3.164594  2.890036  1.137035  0.122
C  2.974117  2.558054  -0.166037  -0.553
O  2.270177  3.116838  -0.927504  0.182
O  3.603190  1.392552  -0.485401  0.070
F  5.386697  2.723629  1.677441  0.053
H  3.553011  0.086874  1.144154  0.122
H  5.246866  0.603085  0.666041  0.142
H  3.828062  1.734138  2.679100  0.140
C  2.757811  -3.601612  -5.451360  -0.033
C  3.170231  -2.400546  -4.653938  -0.285
O  4.392212  -2.807064  -4.128865  0.106
C  4.542503  -4.149038  -4.032441  -0.534
O  5.341296  -4.717941  -3.398021  0.201
O  3.540484  -4.687849  -4.834334  0.053
F  2.206793  -2.165671  -3.661832  0.034
H  3.008376  -3.481633  -6.520620  0.143
H  1.690046  -3.894465  -5.392273  0.147
H  3.351100  -1.490655  -5.255184  0.147
C  2.814075  -2.664762  3.135554  -0.017
C  2.269746  -1.391957  3.767209  -0.247
O  1.385950  -1.850338  4.796151  0.095
C  1.093516  -3.218128  4.509964  -0.486
O  0.257278  -3.784008  5.150632  0.143
O  1.809182  -3.626978  3.472805  0.077
F  1.470322  -0.697806  2.861700  0.026
H  3.780654  -2.970606  3.656508  0.176
H  2.840226  -2.644818  2.047685  0.124
H  2.883955  -0.612922  4.150481  0.139
C  -1.111756  3.504338  1.893379  -0.023
C  -2.050936  4.186584  2.809480  -0.319
O  -1.802382  5.510429  2.557097  0.137
C  -0.652985  5.727045  1.858920  -0.573
O  -0.252732  6.800206  1.496855  0.160
O  -0.157319  4.565084  1.556504  0.089
F  -1.582763  4.009768  4.087337  0.044
H  -1.430380  3.051418  0.925699  0.149
H  -0.576033  2.762367  2.455872  0.119
H  -3.154293  4.051513  2.778976  0.165
C  -4.659201  0.248600  5.104738  -0.027
C  -4.678855  1.790928  5.091199  -0.246
O  -3.607838  2.055009  4.181004  0.076
C  -2.958498  0.929852  3.830298  -0.546
O  -2.046743  0.932668  3.043444  0.149
O  -3.455188  -0.135253  4.471056  0.085
F  -4.451855  2.432281  6.263486  0.081
H  -5.474309  -0.095328  4.465242  0.122
H  -4.706812  -0.196302  6.076797  0.127
H  -5.574343  2.265782  4.662611  0.173
C  -1.760122  -2.110281  6.384620  -0.086
C  -0.733900  -1.250915  7.045955  -0.280
O  -1.455151  -0.831645  8.251704  0.130
C  -2.766439  -1.053945  8.121024  -0.579
O  -3.608329  -0.661275  8.844816  0.183
O  -3.003101  -1.811905  7.010780  0.052
F  -0.372701  -0.142204  6.382480  0.085
H  -1.527399  -3.154203  6.617841  0.126
H  -1.886533  -1.938732  5.295947  0.148
H  0.144151  -1.793997  7.451957  0.177
C  0.503776  -0.832903  -0.470446  -0.025
C  0.071117  0.365806  0.378042  -0.191
O  -0.326745  1.335407  -0.596414  0.120
C  0.272797  1.047614  -1.758744  -0.531
O  0.309439  1.801240  -2.743598  0.103
O  0.782540  -0.206309  -1.758725  0.063
F  1.147363  0.936934  1.147505  0.012
H  -0.288767  -1.593504  -0.556053  0.126
H  1.324646  -1.409567  -0.101364  0.110
H  -0.676678  0.104521  1.102209  0.129
C  -5.137509  1.631622  0.042520  0.036
C  -4.633273  2.127404  1.439829  -0.283
O  -5.151226  1.201729  2.374638  0.046
C  -6.137113  0.365440  1.731199  -0.510
O  -6.737184  -0.425013  2.395451  0.170
O  -6.123898  0.628612  0.468447  0.095
F  -5.241610  3.319993  1.680747  0.065
H  -4.382526  1.181091  -0.610506  0.117
H  -5.733486  2.366724  -0.531058  0.151
H  -3.553632  2.223036  1.540924  0.132
C  -0.438273  -0.863682  -6.882621  -0.025
C  0.274824  -1.032834  -8.180345  -0.342
O  0.284374  0.201108  -8.771559  0.151
C  -0.565274  1.042872  -8.167072  -0.530
O  -0.749778  2.165626  -8.568047  0.159
O  -1.026212  0.458012  -7.039291  0.039
F  -0.412468  -1.834952  -9.047692  0.062
H  0.202283  -0.779533  -5.988991  0.134
H  -1.229919  -1.598192  -6.699912  0.144
H  1.276400  -1.403819  -8.125948  0.153
C  4.682632  -2.386044  -0.867952  0.003
C  5.938744  -1.735055  -1.481000  -0.245
O  6.823142  -1.667421  -0.324848  0.111
C  6.240038  -2.066080  0.835111  -0.578
O  6.696794  -1.920066  1.947243  0.144
O  5.006140  -2.464961  0.578087  0.044
F  5.737536  -0.431516  -1.811422  0.065
H  4.486914  -3.392860  -1.287164  0.131
H  3.789545  -1.789969  -1.015050  0.123
H  6.428940  -2.244559  -2.347800  0.173
C  0.633985  6.887472  -1.874945  -0.040
C  0.018712  5.501004  -2.042968  -0.240
O  0.635669  5.096860  -3.228354  0.115
C  1.052573  6.180333  -3.948778  -0.597
O  1.454760  6.075973  -5.047435  0.178
O  1.043952  7.222605  -3.186187  0.129
F  -1.388107  5.558298  -2.277560  0.006
H  1.399133  6.871879  -1.118474  0.140
H  -0.076671  7.585108  -1.526350  0.128
H  0.123045  4.826436  -1.189866  0.150
C  -1.305762  -5.553336  2.978504  -0.052
C  -2.106412  -6.088190  4.171307  -0.242
O  -1.561964  -7.427873  4.301694  0.131
C  -0.594481  -7.720396  3.399111  -0.530
O  0.032004  -8.716716  3.313952  0.187
O  -0.441571  -6.620411  2.586151  0.030
F  -3.432315  -6.009581  3.847992  0.055
H  -0.588334  -4.765477  3.253207  0.111
H  -2.022622  -5.334498  2.172446  0.146
H  -2.010007  -5.522382  5.102797  0.161
C  1.838779  2.116748  5.671324  -0.341
O  2.670415  1.763244  4.832638  -0.026
N  1.206783  3.261701  5.707432  -0.160
C  0.366439  3.659425  6.787135  -0.072
C  1.352779  4.274480  4.633720  0.016
H  1.679622  1.391323  6.507317  0.141
H  -0.652218  3.999725  6.496643  0.094
H  0.751183  4.386980  7.532762  0.099
H  0.088635  2.797731  7.423625  0.090
H  1.968503  3.858113  3.858104  0.080
H  0.364663  4.639845  4.439954  0.063
H  1.964856  5.067512  5.061652  0.101
C  2.893887  1.256997  -5.591844  -0.271
O  2.608277  0.318605  -6.366197  -0.040
N  3.573872  2.375474  -5.933790  -0.204
C  3.666754  3.450840  -4.971598  -0.019
C  3.706204  2.656885  -7.277692  -0.071
H  2.636286  1.281480  -4.502816  0.142
H  2.896036  4.171374  -5.232049  0.074
H  4.633354  3.952435  -5.069716  0.099
H  3.415354  3.048034  -3.962710  0.100
H  4.469459  3.373227  -7.502572  0.092
H  3.925276  1.707513  -7.751744  0.090
H  2.774747  2.971620  -7.762012  0.112
C  -3.608033  -1.543163  -0.074698  -0.312
O  -2.972990  -0.585744  0.378137  -0.018
N  -3.560775  -1.960002  -1.335006  -0.182
C  -2.899394  -1.098960  -2.272088  -0.035
C  -4.413999  -3.044056  -1.791977  -0.036
H  -4.206867  -2.142670  0.645740  0.154
H  -2.297577  -0.449662  -1.620366  0.073
H  -3.611623  -0.443419  -2.765803  0.088
H  -2.264610  -1.646514  -2.999321  0.113
H  -3.753684  -3.868133  -2.160077  0.098
H  -4.840704  -3.508091  -0.906803  0.081
H  -5.152326  -2.749798  -2.566457  0.106

Atoms 1-6, force components in eV/Å:
C -0.01 0.18 0.15
C -2.06 2.57 -0.47
O -0.15 -1.26 -0.51
C 0.05 -1.41 -0.51
O -0.52 0.53 0.13
O 0.11 1.13 0.92


Entry 2:
# C51H64BrClMnO7SSi

C51H64BrClMnO7SSi as an isolated structure (ωB97M-V/def2-TZVPD, the Open Molecules 2025 dataset).

Values from the calculation:
2S+1: 6
LUMO (spin up / spin down): 3.981 / 3.980 eV
⟨S²⟩: 8.755
Charge: -2

Each line ends with the natural charge from an NBO analysis.
CARTESIAN COORDINATES (ANGSTROEM)
Mn  1.072466  0.016963  -0.767776  1.503
C  1.453675  -0.545255  6.026721  -0.632
C  1.349726  -1.157365  4.644887  0.548
C  1.228664  -2.679255  4.699071  -0.664
O  0.233427  -0.603898  3.979572  -0.559
C  0.538327  -0.485499  2.578550  0.022
C  2.061840  -0.849254  2.528735  0.124
O  2.469656  -0.751808  3.894702  -0.565
C  3.104891  -0.262996  1.545936  0.144
O  2.642854  -0.508361  0.274908  -0.980
C  4.375477  -1.135391  1.767425  -0.011
C  5.315976  -0.910667  2.769015  -0.148
C  6.408785  -1.752286  2.923273  -0.248
C  6.579824  -2.842131  2.081369  -0.241
C  5.641441  -3.082553  1.088613  -0.220
C  4.551180  -2.237791  0.935478  -0.200
C  3.483636  1.208234  1.759287  0.079
C  3.833153  1.964005  0.645417  -0.232
C  4.307655  3.261089  0.775725  -0.210
C  4.443766  3.832760  2.031046  -0.244
C  4.072281  3.099010  3.148581  -0.209
C  3.593460  1.803726  3.015909  -0.256
C  -0.129050  0.796122  2.002212  0.239
O  -0.046871  0.775436  0.628023  -0.982
C  0.419743  2.096715  2.591300  -0.031
C  0.801177  3.125492  1.738276  -0.194
C  1.197573  4.356592  2.243028  -0.203
C  1.220782  4.580843  3.611742  -0.246
C  0.851253  3.556578  4.472102  -0.246
C  0.451883  2.328630  3.965669  -0.175
C  -1.645331  0.704627  2.341233  0.001
C  -2.362552  1.741700  2.924150  -0.223
C  -3.735881  1.642565  3.132721  -0.232
C  -4.419942  0.494616  2.772322  -0.232
C  -3.718504  -0.546445  2.173736  -0.242
C  -2.358071  -0.432581  1.948490  -0.135
H  0.508947  -0.673272  6.556125  0.211
H  1.677918  0.517523  5.936737  0.221
H  2.246915  -1.032572  6.595115  0.205
H  0.388497  -2.956197  5.337571  0.206
H  2.145944  -3.114450  5.099732  0.205
H  1.044043  -3.092162  3.706839  0.238
H  0.047022  -1.296381  2.045862  0.207
H  2.067328  -1.907387  2.244427  0.192
H  5.202609  -0.068148  3.435890  0.210
H  7.130923  -1.552924  3.707574  0.192
H  7.433677  -3.499549  2.201348  0.192
H  5.750416  -3.936671  0.429968  0.201
H  3.807412  -2.420793  0.171271  0.245
H  3.705891  1.532771  -0.333747  0.237
H  4.560099  3.826984  -0.114296  0.199
H  4.808469  4.848436  2.137686  0.192
H  4.136366  3.542516  4.136363  0.197
H  3.292722  1.251194  3.896952  0.241
H  0.780762  2.940092  0.672643  0.233
H  1.501569  5.140140  1.558049  0.202
H  1.535276  5.541354  4.004761  0.193
H  0.864893  3.715082  5.545429  0.191
H  0.124936  1.545978  4.635826  0.223
H  -1.855016  2.654377  3.216716  0.219
H  -4.265871  2.474344  3.584362  0.192
H  -5.487885  0.412513  2.941506  0.192
H  -4.230830  -1.452576  1.869760  0.210
H  -1.853470  -1.246204  1.448488  0.217
Cl  -2.522328  -4.002701  0.749591  -0.097
C  -1.307302  -4.917739  -0.147710  -0.137
C  -1.624808  -6.200884  -0.523356  -0.206
C  -0.722909  -6.984112  -1.241358  -0.393
C  0.512311  -6.399986  -1.563052  -0.211
C  0.831018  -5.121164  -1.187195  -0.291
C  -0.059014  -4.270929  -0.433942  0.051
C  0.266989  -2.990799  -0.046170  -0.752
H  -2.599202  -6.590661  -0.249379  0.195
H  -0.973624  -7.994087  -1.539571  0.183
H  1.244033  -6.971112  -2.128466  0.182
H  1.796411  -4.706008  -1.459411  0.189
H  -0.450032  -2.381238  0.478837  0.177
H  1.209108  -2.545688  -0.337278  0.169
C  -3.148575  0.650386  -5.981951  -0.607
C  -2.614384  -0.254027  -4.860294  -0.596
C  -3.390254  -1.577289  -4.911253  -0.607
C  -1.143453  -0.586955  -5.156257  -0.612
Si  -2.790852  0.579844  -3.141459  1.941
Br  -1.564915  -0.635859  -1.733645  -0.291
C  -2.043756  2.348952  -3.071390  -0.583
C  -1.667595  2.731185  -1.626705  -0.601
C  -3.025367  3.399936  -3.616155  -0.608
C  -0.743547  2.432627  -3.886196  -0.600
C  -4.571417  0.476613  -2.422719  -0.595
C  -4.685709  1.344884  -1.160546  -0.608
C  -4.933114  -0.958570  -1.997136  -0.609
C  -5.625126  0.948754  -3.436550  -0.607
H  -3.071334  0.120037  -6.938453  0.196
H  -2.572934  1.574254  -6.076758  0.209
H  -4.199536  0.918854  -5.839666  0.201
H  -3.157936  -2.082887  -5.855872  0.197
H  -4.472201  -1.431514  -4.876047  0.194
H  -3.100251  -2.249111  -4.099938  0.231
H  -1.090145  -1.047272  -6.150485  0.187
H  -0.736025  -1.294212  -4.434253  0.243
H  -0.487799  0.282539  -5.156764  0.230
H  -2.497264  2.676729  -0.924366  0.213
H  -1.296143  3.763478  -1.630970  0.193
H  -0.871135  2.095672  -1.231842  0.228
H  -3.914227  3.500452  -2.989405  0.201
H  -3.351292  3.183029  -4.637664  0.199
H  -2.525861  4.375581  -3.632708  0.200
H  -0.007195  1.690343  -3.566330  0.221
H  -0.293586  3.418689  -3.726366  0.205
H  -0.904063  2.315985  -4.960231  0.193
H  -3.946950  1.067038  -0.406940  0.241
H  -5.675431  1.190177  -0.715603  0.195
H  -4.583499  2.411681  -1.369477  0.200
H  -4.294864  -1.306730  -1.182192  0.239
H  -4.869210  -1.685437  -2.805257  0.210
H  -5.967454  -0.956432  -1.632409  0.189
H  -5.432127  1.954803  -3.816991  0.206
H  -6.608338  0.963018  -2.951487  0.196
H  -5.696205  0.271820  -4.292490  0.202
C  4.038353  0.088498  -2.670239  -0.904
S  2.431205  0.695539  -3.117865  2.395
O  1.530635  -0.468538  -3.015498  -1.037
O  2.544677  1.297417  -4.424419  -0.987
O  2.030622  1.633773  -2.041909  -1.050
H  4.311902  -0.690585  -3.378939  0.232
H  3.977202  -0.308881  -1.655803  0.266
H  4.747890  0.912636  -2.724055  0.228

Atoms 1-6, force components in eV/Å:
Mn -0.04 -0.07 0.01
C 0.01 0.00 0.04
C 0.00 -0.02 0.05
C 0.00 -0.01 -0.03
O 0.03 0.00 0.00
C -0.03 0.00 -0.08